Here is a cluster of 17 separate species, C60H146N8O26 in total at a distorted geometry from the Open Molecules 2025 dataset. Energies are from the ωB97M-V functional and the def2-TZVPD basis.

Positions of all 240 atoms, in Å:
C -16.18818 -21.09120 24.64672
O -16.37529 -20.75963 23.31475
C -15.91059 -19.44395 23.05845
C -16.72183 -18.33636 23.68197
O -18.10141 -18.43867 23.40703
C -18.76845 -17.25930 23.71584
H -16.87698 -20.54097 25.28006
H -15.14571 -20.80497 24.87852
H -16.25530 -22.17955 24.81711
H -15.95828 -19.21355 21.95454
H -14.87343 -19.34281 23.37983
H -16.37305 -17.34199 23.38452
H -16.60693 -18.32710 24.79957
H -18.46562 -16.41422 23.08371
H -18.76212 -17.02027 24.75424
H -19.82507 -17.55773 23.56841
C -10.91217 -17.44995 13.23723
O -9.89146 -16.94252 12.44726
C -9.17254 -15.82382 13.00642
C -9.97864 -14.55084 13.22324
O -10.17919 -13.97953 11.94725
C -11.50985 -14.18158 11.44890
H -11.05558 -18.41507 12.78074
H -11.81531 -16.87458 13.27508
H -10.57563 -17.55959 14.28315
H -8.23168 -15.60338 12.44834
H -8.84344 -16.04365 14.02604
H -9.43194 -13.89039 13.87498
H -10.96921 -14.82430 13.61075
H -11.59122 -13.54438 10.54775
H -12.34613 -13.83809 12.07601
H -11.62402 -15.22908 11.12551
C -13.20012 -17.72251 15.98574
O -14.41514 -18.57065 16.26326
C -14.34765 -19.65460 17.13691
C -15.62792 -20.43628 17.07002
O -16.63989 -19.72954 17.78937
C -17.63611 -20.59450 18.28159
H -12.58064 -17.71412 16.86906
H -13.63996 -16.76081 15.70069
H -12.62187 -18.11727 15.11828
H -14.20467 -19.34684 18.20472
H -13.47642 -20.30371 16.83598
H -15.47532 -21.30018 17.69543
H -15.94279 -20.76243 16.06041
H -18.09287 -21.27283 17.55810
H -18.35109 -19.94368 18.75305
H -17.10072 -21.19210 19.02455
C -15.21621 -23.89382 17.19083
O -14.69094 -25.18430 17.45835
C -14.46925 -25.88144 16.22996
C -15.78291 -26.25582 15.50542
O -16.60209 -26.98571 16.33791
C -17.91309 -27.04189 15.84572
H -14.45992 -23.19157 16.76984
H -15.70368 -23.54847 18.11857
H -15.97857 -23.93458 16.41373
H -13.87264 -26.71452 16.54266
H -13.86501 -25.25714 15.53505
H -15.49528 -26.71890 14.55264
H -16.26745 -25.31759 15.23706
H -18.48077 -26.14874 16.16516
H -18.30343 -28.00237 16.21778
H -17.86458 -27.15155 14.79176
C -14.67408 -15.42045 12.00160
O -15.44301 -14.30963 12.32404
C -16.49942 -14.22915 11.30336
C -17.65243 -13.41471 11.88719
O -18.30774 -14.04606 13.00550
C -18.98905 -15.22663 12.68380
H -14.12359 -15.35649 11.06194
H -15.24583 -16.37648 11.97663
H -13.92560 -15.54317 12.80695
H -16.96877 -15.18012 11.13301
H -16.06860 -13.75256 10.44892
H -18.33962 -13.34688 11.05402
H -17.34663 -12.41332 12.22636
H -19.40165 -15.59035 13.62977
H -18.37092 -16.05720 12.26051
H -19.86962 -15.04704 12.05695
C -10.47809 -20.63816 14.70433
O -11.81031 -21.06384 14.73835
C -11.96135 -22.43692 14.57200
C -11.56416 -23.27987 15.76251
O -12.19925 -22.70071 16.92310
C -11.80158 -23.36665 18.11453
H -10.46073 -19.51672 14.63572
H -9.95358 -21.01124 13.78770
H -9.94121 -20.93951 15.63460
H -11.28813 -22.70265 13.74009
H -13.01340 -22.57820 14.34534
H -10.47929 -23.20647 15.89097
H -11.86728 -24.30996 15.62109
H -11.48880 -24.38519 17.97735
H -12.64111 -23.31767 18.76670
H -10.93079 -22.88661 18.55648
C -15.06200 -23.51560 12.46538
O -15.53750 -22.61884 13.42029
C -16.78524 -22.00907 13.09345
C -18.03744 -22.65950 13.55506
O -18.06273 -22.82018 14.98878
C -19.32185 -23.15196 15.45750
H -14.54894 -24.30066 13.04325
H -14.40149 -23.09352 11.74687
H -15.98375 -23.95568 11.95348
H -16.88505 -21.84740 11.98442
H -16.74794 -20.97463 13.47051
H -18.02287 -23.62857 13.09241
H -18.95663 -22.09732 13.22369
H -19.43556 -22.85288 16.52707
H -19.54056 -24.24577 15.36561
H -20.10791 -22.56810 14.92638
C -16.32413 -10.49295 16.12391
O -16.94901 -11.68002 15.71773
C -17.94218 -12.09305 16.66222
C -18.17407 -13.55321 16.32703
O -17.03926 -14.35167 16.55303
C -16.01708 -14.42870 15.58010
H -16.20624 -10.49377 17.23060
H -16.87919 -9.58928 15.94291
H -15.29561 -10.41542 15.65110
H -18.84621 -11.44618 16.63028
H -17.53761 -12.07485 17.68924
H -18.44466 -13.56933 15.26846
H -19.04451 -14.00834 16.88195
H -16.32284 -14.00462 14.60377
H -15.68404 -15.44136 15.40630
H -15.17931 -13.83778 15.88354
C -17.29000 -24.62433 22.94300
O -17.93368 -24.75905 21.64633
C -17.05845 -25.47703 20.73335
C -17.58730 -25.43977 19.39604
O -18.76146 -26.18479 19.23653
C -18.58977 -27.58426 19.28052
H -18.07580 -24.24534 23.61561
H -16.44316 -23.91400 22.92594
H -16.97294 -25.58018 23.41285
H -16.97026 -26.53851 21.07219
H -16.07817 -25.03421 20.76910
H -16.83466 -25.92489 18.78985
H -17.77675 -24.41618 19.02909
H -17.84616 -28.01143 18.59404
H -19.58240 -28.00128 19.14809
H -18.31657 -27.86980 20.28228
C -14.30844 -21.85211 20.71009
C -12.86445 -21.43831 20.86749
O -12.49900 -20.30786 20.66621
N -12.06764 -22.46715 21.29780
C -10.64959 -22.20171 21.59035
H -14.45996 -22.94043 20.56656
H -14.68131 -21.36288 19.83858
H -14.86367 -21.44099 21.58797
H -12.41932 -23.40911 21.34094
H -10.17500 -21.61128 20.83222
H -10.09312 -23.10366 21.84743
H -10.61233 -21.59539 22.47330
C -10.57979 -16.42273 20.44823
C -10.26130 -17.18042 19.21623
O -9.35406 -16.84191 18.48132
N -11.07968 -18.27680 18.90683
C -10.65571 -19.09978 17.79956
H -9.69131 -15.86790 20.73436
H -10.79388 -17.08725 21.25076
H -11.38888 -15.73006 20.19825
H -11.68459 -18.70133 19.59488
H -11.32050 -19.93005 17.60241
H -9.65437 -19.56765 17.83810
H -10.62991 -18.48347 16.88045
C -22.80713 -19.51764 19.02398
C -22.06175 -18.24346 19.28388
O -22.62174 -17.15401 19.21730
N -20.80683 -18.37791 19.70404
C -19.93414 -17.25185 19.91168
H -23.01680 -20.04293 19.94756
H -22.29579 -20.15320 18.28200
H -23.77532 -19.28049 18.60150
H -20.45580 -19.34606 19.72137
H -20.35920 -16.44387 19.34110
H -18.89191 -17.52763 19.58217
H -19.86892 -16.94763 20.97534
C -20.24338 -19.46051 16.17745
C -19.52906 -19.58740 14.84074
O -19.92503 -20.35546 13.97876
N -18.44436 -18.84060 14.58291
C -17.87545 -17.80924 15.47224
H -21.19611 -19.06975 15.89240
H -19.71503 -18.74140 16.79866
H -20.41521 -20.44340 16.68194
H -18.06921 -18.90897 13.67866
H -18.44349 -16.90442 15.49592
H -16.87934 -17.55346 15.02641
H -17.75327 -18.16170 16.46579
C -14.35290 -12.47002 18.69887
C -14.14089 -13.92216 19.04809
O -13.10403 -14.30284 19.55722
N -15.22272 -14.71439 18.93878
C -15.04182 -16.14389 19.18224
H -14.46623 -11.97877 19.71370
H -15.23613 -12.39655 18.10347
H -13.55295 -12.04437 18.12448
H -16.03858 -14.47664 18.42967
H -14.27935 -16.60098 18.57417
H -15.97521 -16.62754 18.86487
H -14.85168 -16.36021 20.24402
C -16.14082 -20.08201 9.83333
C -15.88205 -19.52073 11.19825
O -16.68668 -18.75556 11.67977
N -14.74977 -19.92027 11.80855
C -14.30164 -19.43109 13.14739
H -17.25776 -20.25451 9.79711
H -15.62531 -21.01677 9.62275
H -15.80695 -19.35332 9.12134
H -14.07019 -20.33681 11.17590
H -15.01563 -19.66515 13.93791
H -14.26225 -18.32366 13.15819
H -13.39721 -19.90239 13.49358
C -19.48137 -22.11954 21.71665
C -20.19903 -22.36187 20.40427
O -20.38076 -21.44193 19.62235
N -20.61801 -23.64016 20.25212
C -21.40857 -24.09917 19.08213
H -19.92513 -22.68950 22.53629
H -19.66594 -21.06592 22.03529
H -18.37199 -22.12538 21.63273
H -20.21127 -24.32578 20.87982
H -22.44872 -24.15867 19.40213
H -21.02901 -25.10795 18.79059
H -21.27581 -23.51211 18.19340
C -13.16143 -12.31773 14.45217
C -12.52752 -13.44222 15.28208
O -12.82120 -14.59864 15.22412
N -11.54341 -13.01080 16.10538
C -10.88727 -13.94692 17.07673
H -13.07198 -12.65626 13.43602
H -12.63327 -11.34628 14.58459
H -14.20655 -12.16471 14.71026
H -11.14739 -12.13782 15.87761
H -10.77983 -13.42507 18.04254
H -9.83294 -14.11415 16.72062
H -11.39081 -14.90907 17.05826

The value obtained for the HOMO-LUMO gap is 9.08 eV. The HOMO energy is -8.8 eV. The calculation puts the total energy at -4767.6801 Eh. Its LUMO energy is 0.3026 eV.